Entry 1:
83
Properties=species:S:1:pos:R:3:forces:R:3 method="wB97M-V/def2-TZVPD" e_tot_ev=-68603.56497 e_above_lowest_kcal_mol=20.1 total_charge=+2 gap_ev="6.69 / 6.83"
Mo 0.137 -0.226 -1.216 -0.19 -0.34 0.03
S 0.001 -1.928 -2.770 -0.04 0.27 0.01
P -1.997 0.036 0.025 -0.06 -0.23 -0.13
P 1.952 0.134 0.317 0.06 0.07 -0.03
N 0.437 -3.858 -0.949 -0.08 -0.04 -0.02
N -1.451 -4.085 -2.380 -0.05 0.05 0.00
N -0.092 1.646 -0.953 0.09 -0.14 0.00
C 1.577 0.200 3.070 -0.03 -0.01 0.01
C -3.145 0.235 -2.464 -0.06 0.02 0.01
C 1.123 1.929 -1.598 -0.03 0.18 -0.11
C 3.438 1.263 -1.874 -0.03 -0.05 0.06
C -1.464 -2.290 1.363 -0.07 -0.04 0.02
C -0.905 3.871 -0.245 0.07 0.00 -0.03
C -4.773 0.143 -0.565 0.01 0.02 -0.02
C -1.716 -5.266 -1.817 -0.03 -0.01 -0.02
C -1.862 4.572 0.475 -0.03 0.04 0.02
C -2.058 1.817 0.317 -0.02 0.05 0.06
C -3.927 4.707 1.918 0.03 -0.01 -0.01
C 1.213 2.720 -2.764 0.05 -0.02 0.04
C -3.003 2.538 1.032 0.00 0.04 -0.02
C 4.815 2.148 -3.775 -0.02 0.00 0.00
C 4.622 -0.401 1.034 0.00 -0.02 -0.01
C -1.015 2.494 -0.317 0.00 0.04 -0.03
C -2.916 3.930 1.122 -0.02 0.00 0.03
C -0.385 -3.469 -1.914 0.17 0.00 0.19
C 2.406 2.791 -3.423 -0.01 0.03 -0.05
C 2.970 -2.325 1.100 0.04 0.00 -0.03
C 3.368 -1.020 0.407 0.04 0.03 0.12
C 0.163 -5.050 -0.386 0.08 0.15 -0.02
C 2.250 1.224 -1.112 0.09 0.03 0.00
C -0.925 -5.795 -0.814 -0.05 -0.07 0.01
C -2.035 -0.893 1.606 -0.05 0.04 0.02
C 1.661 1.111 1.842 0.05 0.04 0.05
C 3.537 2.051 -2.998 0.06 0.01 -0.04
C -3.382 -0.965 2.321 0.00 -0.02 0.00
C 1.078 -5.519 0.700 0.02 0.00 -0.02
C 2.656 2.258 2.030 -0.01 0.02 0.00
C -3.420 -0.358 -1.078 0.00 -0.01 0.02
H -1.412 -2.832 2.309 0.01 -0.01 -0.02
H 3.796 -3.032 1.008 -0.01 0.00 0.00
H 2.782 -2.181 2.163 -0.02 0.02 0.00
H 2.488 3.407 -4.311 0.01 -0.02 0.02
H -0.088 4.390 -0.732 -0.03 -0.01 0.01
H 0.338 3.248 -3.122 0.00 -0.01 0.02
H 4.649 1.869 -4.817 0.00 0.00 0.00
H 2.095 -2.768 0.629 -0.04 -0.05 -0.01
H -3.643 4.735 2.972 0.00 0.00 -0.01
H 3.555 -1.245 -0.647 0.01 -0.02 -0.05
H -4.004 0.047 -3.110 0.01 0.01 0.01
H 1.178 0.771 3.909 0.02 -0.01 -0.01
H -3.014 1.319 -2.407 -0.01 0.00 0.01
H 1.117 -4.784 1.506 -0.01 0.00 0.00
H -3.429 -1.451 -1.147 0.01 -0.02 -0.01
H 4.305 0.700 -1.554 -0.02 0.00 0.00
H 0.671 1.541 1.665 -0.04 0.02 -0.02
H -1.148 -6.759 -0.379 0.01 0.01 -0.01
H 4.498 -0.264 2.109 -0.01 -0.01 -0.03
H -3.824 0.014 2.496 -0.01 0.01 0.00
H 2.089 -5.632 0.307 -0.01 0.01 0.01
H 3.659 1.894 2.247 0.00 0.00 0.00
H -5.552 -0.208 -1.242 0.01 0.00 0.00
H 2.337 2.867 2.877 0.00 -0.01 -0.01
H -4.916 4.255 1.855 0.01 -0.01 0.00
H -1.788 5.651 0.536 0.01 -0.01 0.00
H 4.894 0.559 0.598 0.01 0.00 0.00
H 2.704 2.905 1.153 0.01 0.00 0.01
H -1.334 -0.327 2.229 0.05 0.02 0.02
H -5.021 -0.206 0.432 -0.01 0.00 0.01
H -3.823 2.035 1.526 0.00 -0.02 0.00
H -3.999 5.735 1.569 0.01 0.00 0.00
H 0.754 -6.472 1.110 0.00 0.00 0.00
H -2.278 -0.208 -2.950 0.03 -0.02 -0.01
H -3.241 -1.440 3.293 0.01 0.00 0.00
H -2.585 -5.794 -2.190 0.01 0.01 0.00
H -4.091 -1.576 1.762 0.01 -0.01 0.02
H 2.558 -0.173 3.365 -0.01 0.02 -0.02
H -4.804 1.234 -0.575 -0.01 0.00 0.00
H -0.459 -2.256 0.938 0.06 -0.01 -0.01
H 5.459 -1.085 0.890 -0.01 0.00 0.00
H 5.588 1.502 -3.364 -0.01 0.00 0.00
H 0.921 -0.659 2.908 0.00 0.00 0.01
H -2.100 -2.869 0.688 0.01 0.00 0.01
H 5.186 3.174 -3.772 -0.01 0.00 0.00


Entry 2:
130
Properties=species:S:1:pos:R:3:forces:R:3 method="wB97M-V/def2-TZVPD" e_tot_ev=-99016.51626 e_above_lowest_kcal_mol=56.4 total_charge=-2 gap_ev=5.36
I 1.525 -3.360 6.664 -0.04 -0.40 0.41
Rb 1.664 0.143 1.319 0.97 -1.53 1.22
S 2.948 -5.577 2.101 0.03 -0.20 0.02
O 0.022 -0.291 4.452 -0.28 0.40 0.05
O 1.039 1.145 -1.169 0.01 -0.01 -0.08
O 1.237 2.136 2.997 -0.18 0.40 0.22
O -2.319 3.691 -0.960 0.12 0.20 -0.04
O -0.973 -2.372 2.630 -0.09 0.06 0.03
O 3.829 -1.459 -0.716 0.21 0.18 0.08
O -0.390 4.429 -1.861 -0.07 0.00 -0.04
O -0.245 -0.890 -0.043 -0.56 -0.15 -0.35
O -0.741 1.348 1.275 -0.17 0.26 0.16
O 3.435 1.597 0.092 0.31 0.38 -0.40
N 1.944 -3.286 1.431 -0.03 -0.49 -0.06
N 0.114 -0.306 6.710 -0.08 0.09 0.00
C -3.049 1.404 0.538 -0.08 0.06 0.00
C -0.504 1.972 -4.278 0.05 0.08 -0.19
C 2.078 -1.842 -2.258 0.34 -0.07 -0.29
C 3.345 4.394 -3.560 -0.10 -0.02 0.04
C 0.153 -3.993 -0.091 -0.03 -0.25 0.03
C 4.548 -1.497 -2.978 -0.04 0.02 -0.14
C -0.116 -6.351 -0.457 -0.05 0.12 -0.02
C 5.850 -1.738 4.358 -0.06 -0.05 -0.05
C -2.445 4.677 -3.100 -0.18 0.18 -0.23
C 0.929 -6.641 0.398 0.09 0.03 0.07
C -4.208 1.998 0.027 0.02 0.03 -0.06
C 4.769 -1.052 3.810 0.02 -0.01 0.06
C -2.241 2.955 2.203 -0.21 0.07 0.10
C -1.426 -5.422 -3.021 0.02 -0.04 -0.07
C 4.961 -3.771 3.485 0.26 0.13 0.20
C 2.886 -3.806 2.142 0.36 0.63 0.35
C 3.713 -1.650 3.082 0.31 0.23 0.16
C -2.543 2.985 4.593 -0.03 0.04 0.03
C 0.508 -0.715 5.485 0.50 -0.63 -0.32
C 4.075 3.422 -4.219 -0.02 -0.04 0.01
C -0.520 1.713 -2.915 -0.09 -0.14 0.20
C -5.342 1.251 -0.253 0.05 -0.14 0.03
C 1.212 -4.275 0.777 -0.05 0.66 -0.02
C 3.661 2.097 -4.126 -0.04 0.00 0.04
C 1.603 -5.587 1.017 -0.06 -0.23 -0.10
C -2.080 2.356 3.447 0.04 0.05 0.05
C -2.593 0.500 -3.219 -0.01 0.01 -0.13
C -3.183 4.217 4.520 0.00 -0.01 -0.03
C -1.776 4.721 -1.749 0.23 -0.41 0.17
C -3.356 4.816 3.280 0.06 -0.11 -0.02
C -4.249 -0.706 0.571 0.07 0.05 0.02
C -2.889 4.184 2.133 -0.12 0.13 0.10
C 3.523 -1.590 -1.878 -0.57 -0.13 0.16
C -1.909 -3.259 -1.903 -0.03 0.05 -0.06
C 1.663 -1.697 5.380 -0.23 0.39 -0.04
C -0.004 3.305 -1.016 -0.22 0.26 -0.06
C -2.969 -5.344 -1.063 -0.07 -0.04 0.02
C -1.574 0.956 -2.403 -0.02 0.00 -0.09
C -1.268 3.276 -0.084 -0.07 0.17 -0.04
C 2.201 4.059 -2.833 0.12 -0.07 0.05
C -3.112 0.050 0.844 -0.16 -0.15 0.03
C 5.951 -3.120 4.203 -0.07 0.03 -0.04
C -1.929 6.078 -1.075 -0.05 0.23 -0.03
C -1.689 -4.753 -1.667 0.10 -0.01 0.11
C 3.895 -3.039 2.952 -0.60 -0.60 -0.57
C -0.517 -5.025 -0.720 -0.04 -0.02 0.01
C -1.760 2.189 0.949 0.28 -0.35 -0.13
C -2.568 0.768 -4.587 0.03 -0.02 0.09
C 2.543 1.769 -3.383 -0.01 0.07 -0.02
C 1.777 2.739 -2.729 -0.08 0.01 -0.10
C 0.558 2.183 -1.924 0.28 -0.15 -0.13
C -5.364 -0.117 0.001 -0.05 0.08 -0.03
C -1.513 1.498 -5.114 -0.01 0.02 0.07
H -1.568 1.404 3.503 0.00 0.03 -0.03
H -0.111 -2.956 -0.243 -0.02 0.06 -0.02
H -1.497 6.855 -1.709 0.02 -0.03 -0.02
H -3.046 4.655 1.171 -0.01 0.00 0.00
H -0.539 -2.225 1.780 0.05 -0.03 -0.09
H -3.360 0.405 -5.231 -0.01 0.00 -0.01
H -2.259 -5.230 -3.701 -0.01 0.01 -0.02
H 0.382 -0.828 7.526 0.00 0.01 -0.03
H 1.657 -2.577 -1.576 0.01 0.00 0.04
H 1.714 -2.086 4.369 0.02 0.12 -0.06
H 2.606 -1.208 5.608 0.02 0.00 -0.06
H -0.698 -1.609 3.157 0.02 0.01 0.02
H 4.319 -0.624 -3.595 0.01 0.01 0.04
H -0.698 0.289 6.744 0.01 0.00 0.05
H 0.842 3.642 -0.411 -0.02 -0.10 0.09
H -2.398 2.515 5.560 0.00 -0.02 -0.01
H 3.657 5.431 -3.602 0.01 0.02 -0.01
H 5.048 -4.845 3.343 -0.04 0.01 -0.03
H 4.961 3.685 -4.784 0.01 0.00 -0.01
H -6.214 1.741 -0.671 -0.01 0.02 0.00
H 5.542 -1.395 -2.551 0.04 0.00 -0.01
H -3.186 -4.894 -0.093 0.04 0.03 0.01
H 4.485 -2.369 -3.633 0.04 -0.03 0.06
H -4.223 3.058 -0.166 -0.04 -0.03 0.00
H -1.034 -2.773 -2.339 0.04 -0.04 -0.03
H 2.564 1.595 -0.384 0.29 0.07 -0.36
H -1.045 4.143 0.550 0.12 -0.06 0.11
H 1.046 1.370 3.551 -0.09 0.18 0.27
H 0.305 2.555 -4.704 -0.05 -0.02 0.01
H 1.518 -0.911 -2.132 0.03 0.09 0.02
H -2.881 -6.424 -0.921 0.01 0.00 0.01
H -3.407 -0.067 -2.782 -0.02 -0.01 0.01
H 4.762 0.028 3.966 -0.05 0.03 -0.03
H -3.540 4.707 5.419 0.00 0.00 0.01
H -0.638 -7.172 -0.933 0.00 -0.02 0.00
H -0.515 -5.030 -3.476 0.01 0.03 0.01
H -1.473 1.711 -6.176 0.00 0.00 -0.01
H -2.464 3.661 -3.485 0.06 -0.07 0.03
H -3.821 -5.156 -1.722 -0.01 0.00 -0.02
H -6.246 -0.707 -0.220 -0.01 0.02 -0.01
H 1.216 -7.669 0.575 0.03 -0.02 0.03
H -2.287 -0.435 1.338 0.10 0.02 -0.01
H 0.260 -0.295 -0.656 -0.32 -0.08 -0.26
H 3.675 0.663 0.110 0.52 0.16 -0.31
H 1.979 -2.183 -3.291 -0.03 0.01 0.02
H -3.854 5.776 3.200 -0.01 0.02 0.01
H -0.576 -0.156 0.543 -0.44 -0.03 -0.29
H 6.787 -3.670 4.619 0.00 -0.01 0.01
H -4.250 -1.760 0.822 0.01 -0.01 -0.01
H -2.985 6.308 -0.918 -0.02 -0.02 0.00
H 0.550 2.036 2.290 -0.30 0.32 0.33
H -1.910 5.316 -3.805 0.02 0.00 0.03
H 2.230 0.739 -3.282 0.01 -0.02 -0.05
H 4.224 1.314 -4.623 0.02 0.04 -0.04
H -3.472 5.042 -3.015 0.00 -0.03 0.00
H 1.648 4.843 -2.343 -0.02 0.06 0.01
H 6.624 -1.198 4.898 0.00 0.00 0.01
H -2.139 -2.710 -0.990 -0.02 -0.03 0.06
H -1.313 -6.505 -2.926 -0.01 0.01 0.01
H -1.595 0.714 -1.352 0.08 0.01 0.05
H -1.409 6.101 -0.119 -0.01 -0.04 0.04
H -2.743 -3.126 -2.597 -0.01 0.02 0.00


Entry 3:
17
Properties=species:S:1:pos:R:3:forces:R:3 method="wB97M-V/def2-TZVPD" e_tot_ev=-7296.37627 e_above_lowest_kcal_mol=105.4 total_charge=+1 gap_ev="7.63 / 7.63"
N -1.591 -0.116 -0.428 2.25 -4.21 0.28
N 1.792 -0.983 0.387 0.97 -0.35 0.87
C -1.403 -0.158 1.060 2.32 1.39 -0.12
C 0.839 -0.166 -0.088 0.92 0.28 1.98
C -0.256 -0.671 -0.992 -0.32 3.58 -1.91
C 1.184 1.337 0.045 -0.66 -1.93 0.78
H -1.756 0.796 -0.619 -0.63 3.49 -1.57
H 1.748 -2.020 0.307 -0.28 1.25 0.06
H -1.835 0.680 1.593 0.13 0.96 -0.69
H 2.569 -0.667 1.100 -2.24 -0.45 -2.25
H -0.045 -0.337 -2.100 -0.58 -0.44 1.87
H 1.910 1.359 0.842 0.23 0.35 0.30
H -2.304 -0.731 -0.825 -0.47 0.45 0.11
H -1.946 -0.901 1.503 -0.99 -2.86 0.64
H -0.360 -1.694 -1.013 -0.13 -2.33 0.28
H 0.269 1.723 0.453 -0.18 1.03 -0.15
H 1.618 1.852 -0.802 -0.32 -0.21 -0.49


Entry 4:
11
Properties=species:S:1:pos:R:3:forces:R:3 method="wB97M-V/def2-TZVPD" e_tot_ev=-15926.17596 e_above_lowest_kcal_mol=0.9 total_charge=+2 gap_ev=3.89
In -2.197 1.867 -1.084 -0.29 0.29 -0.31
O -2.149 0.200 1.437 0.34 -0.10 0.06
O 0.375 0.292 -0.673 0.49 -0.26 0.35
O -0.554 -1.212 1.445 0.25 -0.01 -0.36
O -1.871 -1.159 3.039 0.08 -0.07 0.24
N -1.540 -0.700 1.983 -0.60 -0.01 0.05
C 1.562 0.226 -1.430 0.35 -0.10 -0.96
H 2.330 0.895 -0.997 0.07 -0.18 0.37
H 0.618 -0.104 0.185 -0.18 0.34 0.06
H 1.448 0.496 -2.478 -0.65 0.11 0.16
H 1.976 -0.799 -1.426 0.15 0.00 0.33